DFT (ωB97M-V/def2-TZVPD) results for a 4-piece molecular cluster, C24H51N2O11S3 overall.

Last columns: bonded neighbours and bond lengths (Å).
Element x y z (Å)
1 C -2.049 -1.015 5.147  C2 1.527, H20 1.088, H21 1.087, H22 1.091
2 C -1.853 -2.482 4.772  C1 1.527, C3 1.539, H23 1.089, H24 1.089
3 C -0.378 -2.825 4.497  C2 1.539, C4 1.542, H25 1.092, H26 1.089
4 C -0.131 -3.507 3.136  C3 1.542, C5 1.526, H27 1.090, H28 1.091
5 C 1.263 -3.180 2.606  C4 1.526, C6 1.541, H29 1.090, H30 1.090
6 C 1.609 -3.923 1.301  C5 1.541, C7 1.547, H31 1.088, H32 1.089
7 C 2.405 -3.034 0.317  C6 1.547, C8 1.547, H33 1.088, H34 1.091
8 C 3.437 -3.823 -0.523  C7 1.547, C9 1.532, H35 1.085, H36 1.089
9 C 3.195 -3.668 -2.028  C8 1.532, C10 1.534, H37 1.091, H38 1.092
10 C 3.861 -2.396 -2.567  C9 1.534, C11 1.496, H39 1.092, H40 1.093
11 C 3.395 -1.917 -3.905  C10 1.496, C12 1.415, C16 1.401
12 C 2.554 -2.722 -4.709  C11 1.415, N13 1.307, H41 1.076
13 N 2.081 -2.418 -5.890  C12 1.307, N14 1.317
14 N 2.459 -1.251 -6.369  N13 1.317, C15 1.320, H42 1.017
15 C 3.254 -0.416 -5.727  N14 1.320, C16 1.391, H43 1.081
16 C 3.758 -0.682 -4.458  C11 1.401, C15 1.391, C17 1.513
17 C 4.635 0.374 -3.821  C16 1.513, O18 1.403, H44 1.091, H45 1.093
18 O 4.480 0.486 -2.431  C17 1.403, O19 1.428
19 O 5.680 0.135 -1.742  O18 1.428, H46 0.969
20 H -3.100 -0.734 5.137  C1 1.088
21 H -1.528 -0.385 4.430  C1 1.087
22 H -1.637 -0.814 6.136  C1 1.091
23 H -2.221 -3.106 5.585  C2 1.089
24 H -2.448 -2.701 3.886  C2 1.089
25 H 0.201 -1.898 4.504  C3 1.092
26 H 0.030 -3.462 5.280  C3 1.089
27 H -0.248 -4.583 3.255  C4 1.090
28 H -0.886 -3.131 2.445  C4 1.091
29 H 1.310 -2.103 2.442  C5 1.090
30 H 1.977 -3.457 3.381  C5 1.090
31 H 0.702 -4.307 0.838  C6 1.088
32 H 2.262 -4.754 1.561  C6 1.089
33 H 2.932 -2.298 0.920  C7 1.088
34 H 1.689 -2.521 -0.326  C7 1.091
35 H 3.396 -4.878 -0.271  C8 1.085
36 H 4.422 -3.417 -0.298  C8 1.089
37 H 2.121 -3.578 -2.203  C9 1.091
38 H 3.535 -4.533 -2.601  C9 1.092
39 H 3.646 -1.606 -1.845  C10 1.092
40 H 4.948 -2.519 -2.565  C10 1.093
41 H 2.257 -3.688 -4.340  C12 1.076
42 H 2.114 -1.002 -7.293  N14 1.017
43 H 3.506 0.502 -6.239  C15 1.081
44 H 5.681 0.251 -4.105  C17 1.091
45 H 4.332 1.334 -4.246  C17 1.093
46 H 5.877 -0.777 -2.006  O19 0.969
47 O -1.786 1.771 3.342  S48 1.432
48 S -2.252 2.772 4.253  O47 1.432, O49 1.430, O50 1.588, C53 1.758
49 O -3.631 2.819 4.631  S48 1.430
50 O -1.814 4.194 3.699  S48 1.588, C51 1.445
51 C -2.156 4.517 2.333  O50 1.445, C52 1.515, H54 1.091, H55 1.088
52 C -3.607 4.926 2.182  C51 1.515, H56 1.089, H57 1.090, H58 1.089
53 C -1.259 2.772 5.704  S48 1.758, H59 1.086, H60 1.088, H61 1.087
54 H -1.906 3.674 1.688  C51 1.091
55 H -1.498 5.342 2.068  C51 1.088
56 H -4.277 4.087 2.362  C52 1.089
57 H -3.784 5.295 1.172  C52 1.090
58 H -3.860 5.710 2.895  C52 1.089
59 H -0.213 2.782 5.413  C53 1.086
60 H -1.496 1.861 6.249  C53 1.088
61 H -1.511 3.646 6.298  C53 1.087
62 O 5.107 0.398 -10.783  S63 1.428
63 S 3.762 0.851 -10.619  O62 1.428, O64 1.439, O65 1.576, C68 1.758
64 O 2.913 0.186 -9.667  S63 1.439
65 O 3.041 0.887 -12.020  S63 1.576, C66 1.452
66 C 3.101 -0.298 -12.856  O65 1.452, C67 1.514, H69 1.090, H70 1.087
67 C 2.125 -1.368 -12.415  C66 1.514, H71 1.089, H72 1.089, H73 1.090
68 C 3.739 2.582 -10.309  S63 1.758, H74 1.086, H75 1.088, H76 1.087
69 H 4.125 -0.670 -12.883  C66 1.090
70 H 2.854 0.056 -13.854  C66 1.087
71 H 2.410 -1.794 -11.454  C67 1.089
72 H 2.104 -2.171 -13.151  C67 1.089
73 H 1.122 -0.955 -12.314  C67 1.090
74 H 4.347 3.076 -11.060  C68 1.086
75 H 4.158 2.739 -9.318  C68 1.088
76 H 2.710 2.931 -10.345  C68 1.087
77 O -8.050 1.240 9.380  S78 1.431
78 S -7.638 2.610 9.386  O77 1.431, O79 1.429, O80 1.589, C83 1.759
79 O -8.389 3.586 8.661  S78 1.429
80 O -6.113 2.684 8.944  S78 1.589, C81 1.446
81 C -5.742 2.013 7.717  O80 1.446, C82 1.513, H84 1.091, H85 1.089
82 C -6.116 2.802 6.481  C81 1.513, H86 1.090, H87 1.085, H88 1.090
83 C -7.418 3.160 11.042  S78 1.759, H89 1.086, H90 1.088, H91 1.086
84 H -6.180 1.014 7.704  C81 1.091
85 H -4.661 1.896 7.778  C81 1.089
86 H -7.198 2.855 6.361  C82 1.090
87 H -5.694 2.328 5.601  C82 1.085
88 H -5.740 3.822 6.547  C82 1.090
89 H -6.806 2.437 11.573  C83 1.086
90 H -8.407 3.225 11.489  C83 1.088
91 H -6.946 4.138 11.025  C83 1.086

Output
Total charge = +1
Electronic energy = -83712.3543 eV
Orbital gap = 6.878 eV
HOMO level = -11.5 eV
Max |F| = 0.842 eV Å⁻¹